Density functional theory data (ωB97M-V with the def2-TZVPD basis set) for C40H97CaF3N13O12P2S as an isolated structure.

```
169
Properties=species:S:1:pos:R:3
Ca 5.2615 0.6113 0.0347
C 0.5103 0.7162 -0.6383
F 0.7586 -0.4621 -0.1454
F 0.7131 0.6971 -1.9911
F -0.7108 1.1298 -0.3908
S 1.8384 1.9738 0.1480
O 1.4802 2.1958 1.6125
O 3.1131 1.2135 0.0893
O 1.8403 3.2172 -0.6526
C -1.6052 3.4655 2.7436
O -2.3487 2.8138 3.5010
N -2.1477 4.3603 1.9733
C -1.3609 5.2089 1.0502
C -3.5654 4.6440 1.9781
H -0.5281 3.3321 2.5584
H -0.8529 6.0296 1.5566
H -1.8984 5.6712 0.2223
H -0.6400 4.5648 0.5467
H -3.9498 5.1612 1.0990
H -4.1664 3.7385 2.0619
H -3.8504 5.2512 2.8372
C 6.5060 1.7644 3.0949
O 6.1009 1.0977 2.1626
N 5.6517 2.4450 3.8712
C 6.0668 3.0695 5.0711
C 4.2200 2.7265 3.6673
H 7.5180 1.7535 3.5283
H 7.0460 2.8025 5.4685
H 5.2597 2.7988 5.7518
H 6.0878 4.1376 4.8548
H 4.1144 3.8057 3.5557
H 3.8960 2.3361 2.7026
H 3.5426 2.1873 4.3295
C 1.6712 0.8296 -6.4824
O 2.1431 0.2071 -5.5673
N 0.9617 2.0321 -6.3168
C 0.3315 2.6921 -7.4283
C 0.6685 2.6915 -5.0524
H 1.5802 0.5450 -7.5420
H 0.4241 2.1635 -8.3771
H 0.7040 3.7143 -7.4951
H -0.7383 2.8255 -7.2676
H -0.3834 2.5484 -4.8053
H 1.1005 2.1191 -4.2316
H 0.8496 3.7645 -5.1162
C 3.4339 -1.4162 -2.2699
O 4.0111 -0.9770 -1.2929
N 3.8829 -2.4593 -2.9763
C 5.1220 -3.2232 -2.6510
C 3.1412 -2.8765 -4.2535
H 2.5169 -1.0088 -2.7232
H 5.3599 -3.2806 -1.5888
H 6.0388 -2.9017 -3.1454
H 4.9056 -4.2158 -3.0460
H 3.8290 -2.8988 -5.0988
H 2.8532 -3.9231 -4.1541
H 2.3557 -2.1637 -4.5045
C 4.8503 4.2341 0.6894
O 5.1855 3.0671 0.2974
N 5.7255 5.2142 0.9701
C 5.2284 6.4831 1.4856
C 7.1989 4.9289 0.8747
H 3.7764 4.4742 0.7238
H 4.1952 6.7982 1.3398
H 5.6515 7.2539 0.8415
H 5.5790 6.6985 2.4950
H 7.6826 5.1363 1.8292
H 7.4204 3.8917 0.6230
H 7.6177 5.6152 0.1387
C 3.5539 -0.7667 2.5225
O 4.1365 -0.8998 1.4440
N 4.0761 -1.2361 3.6907
C 3.5044 -0.8403 5.0380
C 5.3691 -1.9414 3.7813
H 2.5442 -0.3353 2.6035
H 3.4399 -1.5644 5.8502
H 2.5010 -0.4172 4.9905
H 4.2324 -0.2137 5.5533
H 6.1925 -1.2889 4.0720
H 5.4249 -2.7795 4.4760
H 5.5831 -2.4049 2.8182
O 2.4951 -5.8649 -1.1062
P 1.5083 -5.7148 0.0624
N 0.8008 -4.1593 0.1892
C 0.2692 -3.4999 -1.0100
C 0.5348 -3.3735 1.4167
N 2.3269 -5.8970 1.5676
C 3.3976 -4.9536 1.8011
C 2.6692 -7.3016 1.9466
N 0.1503 -6.7557 0.1605
C -0.0592 -7.7040 -0.9200
C -1.0072 -6.5947 1.0717
H 0.6184 -2.4775 -1.1545
H -0.8157 -3.5249 -1.1126
H 0.6290 -4.0794 -1.8602
H 1.1285 -2.4629 1.3373
H 0.7624 -3.9474 2.3150
H -0.5022 -3.0376 1.4177
H 3.4672 -4.6421 2.8433
H 4.2806 -5.5123 1.4906
H 3.3313 -4.0245 1.2348
H 1.7247 -7.7341 2.2765
H 3.1355 -7.8356 1.1186
H 3.3805 -7.3975 2.7670
H -0.8832 -7.3548 -1.5423
H 0.7924 -7.7422 -1.5993
H -0.3271 -8.6937 -0.5502
H -1.5316 -5.6781 0.8014
H -0.6526 -6.5857 2.1024
H -1.7118 -7.4256 1.0368
O -5.3775 -0.8279 3.3730
P -5.0404 -1.9490 2.4753
N -4.5514 -3.3600 3.2682
C -3.7763 -4.4362 2.6186
C -4.9468 -3.6177 4.6448
N -3.7686 -1.6420 1.3393
C -3.5387 -2.5225 0.1305
C -2.8786 -0.5337 1.5880
N -6.3491 -2.4775 1.4543
C -7.3298 -3.4817 1.8504
C -6.8093 -1.7615 0.2557
H -2.7629 -4.1190 2.3726
H -4.2536 -4.7069 1.6768
H -3.6332 -5.3641 3.1722
H -4.0642 -3.6385 5.2840
H -5.4306 -4.5905 4.7323
H -5.6497 -2.8291 4.9133
H -4.3677 -3.2119 -0.0291
H -3.3187 -1.9179 -0.7494
H -2.6560 -3.1441 0.2805
H -2.7551 0.0292 0.6627
H -3.3076 0.1104 2.3556
H -1.9068 -0.9242 1.8902
H -7.4829 -3.6472 2.9168
H -8.2998 -3.2927 1.3905
H -7.0685 -4.4653 1.4601
H -7.6160 -2.3223 -0.2164
H -6.0383 -1.6673 -0.5090
H -7.2828 -0.7889 0.3895
C -5.5473 3.8538 -1.3525
C -4.9867 4.1379 -2.7332
C -3.7032 5.0228 -2.5712
C -2.4159 4.3412 -2.0434
C -2.1455 3.2368 -3.0706
C -3.3019 2.2284 -3.3022
N -4.5747 2.9822 -3.5758
O -5.6436 2.2293 -3.9207
C -2.8883 1.3758 -4.5448
C -3.4610 1.3378 -2.0564
C -5.8958 5.0150 -3.5284
H -6.0102 4.7228 -0.8849
H -4.8832 3.3642 -0.6403
H -6.4433 3.2384 -1.4331
H -3.4057 5.3588 -3.5645
H -3.8126 5.7835 -1.7982
H -2.2976 3.7812 -1.1158
H -1.7095 5.1625 -2.1640
H -1.2931 2.6078 -2.8137
H -1.8591 3.7240 -4.0026
H -1.9104 0.9007 -4.4663
H -3.6455 0.6144 -4.7315
H -2.8944 2.0417 -5.4078
H -2.6073 0.6622 -2.0019
H -3.3403 2.0158 -1.2115
H -4.4413 0.8617 -2.0376
H -5.4930 5.1453 -4.5328
H -5.9491 6.0437 -3.1719
H -6.9047 4.6037 -3.5614
H -5.5213 2.3274 -4.8678
```

Output
- Kohn-Sham gap: 6.711 eV
- Total charge: +1
- Multiplicity: 1

Atom charges from the Löwdin analysis, given in e for atoms 1 to 8: atom 1 (Ca): 1.59, atom 2 (C): -0.62, atom 3 (F): 0.15, atom 4 (F): 0.10, atom 5 (F): 0.15, atom 6 (S): 0.60, atom 7 (O): -0.37, atom 8 (O): -0.53

---

Density functional theory data (ωB97M-V with the def2-TZVPD basis set) for a 8-piece molecular cluster, C40H99N7O8 overall.

```
154
Properties=species:S:1:pos:R:3
C -1.4672 -0.5432 -2.7498
C -0.9612 -0.1143 -1.3853
C -1.8653 0.9871 -0.8448
C -1.0160 -1.3305 -0.4593
C -0.1333 -1.2133 0.7591
C 1.3103 -0.9305 0.3530
C 1.4283 0.3673 -0.4884
C 1.2184 1.5410 0.4655
C 2.8234 0.3434 -1.0743
N 0.4414 0.2354 -1.5516
O 0.6125 1.2990 -2.5230
H -2.5538 -0.6791 -2.8299
H -1.3112 0.2635 -3.4718
H -1.0483 -1.4838 -3.1014
H -2.9327 0.8606 -1.0381
H -1.7079 1.3644 0.1640
H -1.6770 1.8477 -1.5175
H -2.0529 -1.4396 -0.1042
H -0.8803 -2.3091 -0.9294
H -0.4820 -0.3914 1.3994
H -0.2378 -2.0572 1.4422
H 1.7933 -1.7343 -0.2024
H 1.7948 -0.7859 1.3278
H 0.2962 1.4718 1.0356
H 1.0853 2.5035 -0.0575
H 2.0815 1.6532 1.1176
H 2.9360 -0.3385 -1.9198
H 3.5385 0.0545 -0.3048
H 3.1829 1.2876 -1.5054
H 0.8171 2.0804 -1.9826
C -5.4037 -6.1497 -0.5367
C -4.2121 -7.0622 -0.8399
C -4.1502 -8.1788 0.1831
C -4.4395 -7.6871 -2.2158
C -3.9836 -6.8124 -3.3850
C -2.5189 -6.4133 -3.1903
C -2.3118 -5.6510 -1.9044
C -0.8232 -5.6728 -1.6083
C -2.7506 -4.1931 -2.0183
N -2.9456 -6.3453 -0.7876
O -2.7949 -5.6298 0.4432
H -5.4359 -5.3450 -1.2688
H -5.3440 -5.7632 0.4794
H -6.3306 -6.7222 -0.6031
H -4.0264 -7.8004 1.2056
H -3.3276 -8.8555 -0.0353
H -5.1269 -8.6667 0.2617
H -4.1141 -8.7278 -2.3090
H -5.5248 -7.7509 -2.3690
H -4.5794 -5.8928 -3.3150
H -4.1810 -7.2725 -4.3499
H -2.2383 -5.7990 -4.0469
H -1.9783 -7.3641 -3.1807
H -0.4719 -6.6900 -1.3924
H -0.1904 -5.3617 -2.4447
H -0.5603 -5.0925 -0.7208
H -2.6531 -3.6166 -1.1019
H -2.0983 -3.7010 -2.7450
H -3.7979 -4.1343 -2.3222
H -2.2650 -6.2340 0.9753
C 3.4560 4.2703 -0.0933
O 4.6442 4.8064 -0.6554
C 5.7980 4.1637 -0.1929
C 6.9992 5.0084 -0.5012
C 7.5772 4.7192 -1.8990
N 8.0484 4.8924 0.4919
H 2.5874 4.5491 -0.6766
H 3.4049 4.6201 0.9470
H 3.5165 3.1732 -0.0908
H 5.7339 4.0841 0.9136
H 5.9214 3.1296 -0.5492
H 6.6460 6.0457 -0.6113
H 6.9218 5.1401 -2.6600
H 7.6729 3.6361 -1.9980
H 8.5609 5.1719 -2.0179
H 7.6442 4.8876 1.4211
H 8.7182 5.6426 0.4175
C -5.3027 -1.9752 -9.6181
O -4.1576 -1.3408 -9.1216
C -3.2877 -2.2090 -8.4315
C -2.3177 -1.3847 -7.6227
C -1.3225 -2.2482 -6.8564
N -3.0732 -0.5944 -6.6374
H -5.8825 -2.3513 -8.7689
H -5.0718 -2.8110 -10.2874
H -5.8241 -1.2047 -10.1767
H -3.8735 -2.8595 -7.7651
H -2.6946 -2.8152 -9.1338
H -1.7043 -0.7554 -8.2895
H -0.7031 -2.8028 -7.5764
H -1.8418 -2.9624 -6.2258
H -0.5978 -1.5615 -6.4217
H -2.5502 0.0205 -6.0360
H -3.7974 -0.1019 -7.1489
C 1.4668 3.5415 6.6237
O 2.8111 3.1016 6.6191
C 3.2183 2.5419 5.3662
C 4.6911 2.2658 5.4760
C 5.2727 1.7575 4.1746
N 4.9846 1.3818 6.6054
H 0.8107 2.8587 6.0718
H 1.2695 4.5470 6.2275
H 1.1852 3.5239 7.6780
H 2.5828 1.6768 5.1228
H 2.9965 3.3103 4.6116
H 5.1649 3.2366 5.7010
H 4.5746 1.0947 3.6540
H 6.1841 1.1852 4.3548
H 5.5213 2.5538 3.4720
H 5.9693 1.3508 6.8358
H 4.5280 1.7816 7.4217
C -1.0240 4.7616 0.1164
O 0.1675 5.1692 -0.5133
C 0.0509 6.4953 -0.9503
C 1.2396 6.8209 -1.8395
C 1.2801 8.3062 -2.2269
N 1.1296 5.9940 -3.0740
H -0.8538 3.7852 0.5586
H -1.8991 4.7438 -0.5356
H -1.1975 5.4739 0.9334
H -0.7905 6.6201 -1.6559
H -0.0614 7.2606 -0.1728
H 2.1738 6.6342 -1.2845
H 1.0854 8.9523 -1.3668
H 0.4340 8.4890 -2.8994
H 2.2113 8.5563 -2.7248
H 0.9443 5.0431 -2.7377
H 2.0735 5.8796 -3.4497
C 0.3192 -0.3551 7.1703
O -0.3692 -0.4043 5.9420
C -1.3544 -1.4189 5.9308
C -0.8027 -2.7958 5.6379
C 0.0034 -2.9142 4.3496
N -1.9642 -3.7429 5.6217
H 0.8515 0.6041 7.2285
H 1.1339 -1.0756 7.3019
H -0.3860 -0.3439 8.0079
H -1.8965 -1.3929 6.8792
H -2.0495 -1.1392 5.1334
H -0.1957 -3.2055 6.4571
H -0.6274 -2.7521 3.4715
H 0.3425 -3.9483 4.2173
H 0.9057 -2.3027 4.3498
H -2.5735 -3.4589 4.8512
H -1.6651 -4.6831 5.3912
C -2.0071 3.4095 4.9638
C -1.1858 2.5620 3.9818
O -1.5704 1.2067 4.1605
H -3.0632 3.4070 4.6841
H -1.7485 4.4697 5.0674
H -1.9642 2.9702 5.9656
H -0.1061 2.6437 4.1388
H -1.4547 2.9234 2.9871
H -1.0702 0.8349 4.9092
```

Output
- Energy above the lowest of the compared OMol25 structures with the same formula, charge and spin: 0.0 kcal per mole
- SMILES string: CC1(C)CCCC(C)(C)N1O.CC1(C)CCCC(C)(C)N1O.COC[C@H](C)N.COC[C@H](C)N.COC[C@H](C)N.COC[C@H](C)N.COC[C@H](C)N.CCO
- Kohn-Sham gap: 8.686 eV
- Multiplicity: 1

Atom charges from the Löwdin analysis, given in e for atoms 1 to 8: atom 1 (C): -0.04, atom 2 (C): -0.52, atom 3 (C): -0.03, atom 4 (C): -0.14, atom 5 (C): -0.17, atom 6 (C): -0.12, atom 7 (C): -0.52, atom 8 (C): -0.02

---

Density functional theory data (ωB97M-V with the def2-TZVPD basis set) for C41H100BaF3N6O15S as an isolated structure.

```
167
Properties=species:S:1:pos:R:3
Ba 2.0615 3.4696 4.6086
C 1.4696 -0.2739 -1.2161
F 0.9448 -1.3687 -1.7026
F 2.6807 -0.1807 -1.6574
F 0.8045 0.8480 -1.5119
S 1.4967 -0.4836 0.7673
O 0.3917 -1.3997 1.0625
O 2.8335 -0.9089 1.1989
O 1.2614 0.8931 1.3057
C 3.4700 6.5125 -0.2846
C 3.5504 5.4018 0.7469
C 4.7411 4.4924 0.4724
O 4.8006 3.4983 1.4470
C 5.9362 2.6357 1.2048
N 3.6825 6.0965 1.9870
H 3.2897 6.0553 -1.2575
H 4.4506 6.9693 -0.4180
H 2.6776 7.2308 -0.0741
H 2.5854 4.8965 0.7861
H 5.5987 5.1321 0.6805
H 4.6783 4.2168 -0.5803
H 6.1627 2.4288 0.1588
H 5.8211 1.7268 1.7953
H 6.8582 3.0533 1.6094
H 4.5435 6.6245 1.9860
H 3.0913 6.9133 1.9282
C 6.0010 -0.4812 7.0408
C 5.5090 0.8577 6.6148
C 6.6260 1.8398 6.1604
O 5.9600 3.0455 5.6855
C 6.7819 4.1711 5.5603
N 4.4736 0.6849 5.6301
H 5.2789 -1.2936 7.1218
H 6.4655 -0.4490 8.0263
H 6.7580 -0.8180 6.3325
H 5.0460 1.2846 7.5045
H 7.3147 1.4138 5.4308
H 7.2405 2.0615 7.0330
H 6.2374 5.0963 5.3714
H 7.4922 3.9154 4.7739
H 7.3384 4.3260 6.4847
H 3.7242 0.0784 5.9309
H 4.8073 0.2693 4.7722
C -3.4178 4.3815 2.8451
C -2.0354 4.5933 3.4491
C -1.8180 5.9961 3.9487
O -0.4938 6.3344 4.3722
C -0.3956 7.6367 4.9845
N -1.7586 3.6381 4.5274
H -3.5315 3.3277 2.5908
H -3.5323 5.1031 2.0362
H -4.1561 4.6105 3.6136
H -1.2082 4.4653 2.7509
H -2.4691 6.1814 4.8030
H -2.0555 6.6883 3.1409
H 0.6576 7.9148 5.0245
H -0.7540 7.4470 5.9963
H -0.9957 8.4650 4.6078
H -2.1811 3.9880 5.3754
H -2.1063 2.7125 4.3210
C 7.1126 -6.0176 0.2633
C 6.5913 -4.8578 1.0172
C 7.7117 -4.1682 1.9510
O 8.7173 -3.6446 1.0651
C 9.8577 -3.0724 1.7095
N 6.0006 -3.8879 0.1123
H 6.3764 -6.4102 -0.4380
H 7.2964 -6.8213 0.9764
H 8.0249 -5.7938 -0.2897
H 5.8529 -5.2471 1.7181
H 8.1556 -4.9779 2.5303
H 7.1861 -3.4819 2.6150
H 10.3897 -3.6408 2.4724
H 9.4951 -2.2037 2.2590
H 10.5818 -2.7067 0.9815
H 6.8035 -3.4476 -0.3139
H 5.6486 -3.1181 0.6631
C -0.0294 -1.7410 7.8288
C -1.1231 -1.0734 8.6942
O -0.6385 -0.2334 9.7431
O -0.0113 -1.1395 6.5766
H -0.1354 -2.8139 7.6681
H 0.9299 -1.4115 8.2279
H -1.6536 -1.8809 9.1989
H -1.8060 -0.4628 8.1034
H -1.2807 -0.2400 10.4567
H -0.8356 -1.3902 6.1532
C 0.6956 -6.1380 0.1756
C 0.7592 -6.4201 -1.3132
O 0.0500 -7.6025 -1.6517
O -0.5505 -5.6296 0.6760
H 1.5283 -5.4630 0.3729
H 0.8530 -7.0386 0.7691
H 1.8083 -6.5822 -1.5604
H 0.4858 -5.5924 -1.9675
H -0.8944 -7.4404 -1.5931
H -0.5086 -4.6991 0.9084
C -4.7996 -1.4924 3.9695
C -4.8214 -2.2007 5.3049
O -4.0189 -3.3713 5.3623
O -3.5413 -0.9141 3.8163
H -5.5168 -0.6755 3.8901
H -4.9671 -2.1953 3.1534
H -5.8424 -2.3770 5.6434
H -4.5198 -1.5421 6.1194
H -4.4054 -3.8621 6.0913
H -3.0645 -1.5703 3.3028
C -9.0823 -1.2866 0.5834
C -8.3271 -0.7685 -0.7037
C -7.9815 0.7400 -0.4715
C -7.0411 1.3590 -1.5054
C -5.7844 0.5010 -1.7860
C -6.0349 -1.0714 -1.9467
N -7.0121 -1.4549 -0.8922
O -7.1271 -2.8577 -0.8677
C -6.3532 -1.4517 -3.5070
C -4.6871 -1.6835 -1.5202
C -9.2881 -0.8458 -1.9392
H -10.1688 -1.2177 0.5301
H -8.6449 -0.8961 1.5022
H -8.8741 -2.3505 0.6972
H -8.9153 1.3005 -0.5154
H -7.5607 0.8942 0.5221
H -6.7063 2.3866 -1.3636
H -7.6211 1.5160 -2.4149
H -5.1147 0.6893 -0.9469
H -5.3573 0.9886 -2.6623
H -5.4003 -1.7429 -3.9490
H -7.0277 -2.3075 -3.5364
H -6.8782 -0.5901 -3.9194
H -3.8729 -1.3571 -2.1673
H -4.3368 -1.4085 -0.5254
H -4.5734 -2.7557 -1.6797
H -9.5879 -1.8933 -1.9711
H -8.7277 -0.4581 -2.7899
H -10.1850 -0.2609 -1.7352
H -6.6794 -3.1836 -0.0835
C 0.9641 0.5089 -10.3584
C -0.0139 -0.7205 -10.4900
C 0.3674 -1.7472 -9.3714
C -0.1419 -1.3025 -7.9782
C -1.6863 -1.0075 -8.0294
C -2.1358 -0.0603 -9.1671
N -1.4215 -0.3551 -10.4432
O -1.7927 0.3477 -11.5402
C -3.6269 -0.4812 -9.4265
C -1.9321 1.4455 -8.7386
C 0.1941 -1.5340 -11.8588
H 0.4069 1.2512 -10.9299
H 1.8954 0.1500 -10.7965
H 1.0507 0.7794 -9.3060
H -0.1157 -2.6744 -9.6796
H 1.4361 -1.9608 -9.3565
H 0.3974 -0.4120 -7.6552
H 0.1229 -2.0068 -7.1896
H -2.0109 -0.4569 -7.1464
H -2.0981 -2.0167 -8.0330
H -4.2278 -0.4648 -8.5172
H -4.0562 0.1664 -10.1909
H -3.7467 -1.5077 -9.7729
H -2.2432 2.0644 -9.5802
H -2.5261 1.7427 -7.8743
H -0.9053 1.7697 -8.5692
H 1.1082 -2.1205 -11.9508
H 0.1225 -0.8127 -12.6729
H -0.6395 -2.1791 -12.1364
H -2.4268 -0.2130 -11.9931
```

Output
- Kohn-Sham gap: 4.086 eV
- Total charge: +1
- Multiplicity: 1

Atom charges from the Löwdin analysis, given in e for atoms 1 to 8: atom 1 (Ba): 1.68, atom 2 (C): -0.69, atom 3 (F): 0.15, atom 4 (F): 0.16, atom 5 (F): 0.12, atom 6 (S): 0.50, atom 7 (O): -0.37, atom 8 (O): -0.38

---

In eV, the E values for the records above are, in order, -142995.959; -69890.381; -103457.221.
In eV/Å, the F_max values for the records above are, in order, 5.0; 2.3; 3.7.
In eV, the E_HOMO values for the records above are, in order, -9.4087; -8.1584; -8.6023.